{
  "formula": "C67H97N10O3",
  "method": "ωB97M-V with the def2-TZVPD basis set",
  "charge": 8,
  "spin_multiplicity": 2,
  "homo_lumo_gap_ha": [0.10554, 0.24333],
  "e_tot_ha": -3380.9892,
  "e_lumo_ev": [-15.34, -15.34],
  "molar_mass_g_mol": 1090.58,
  "species": ["C", "N", "C", "C", "C", "C", "C", "C", "C", "C", "N", "C", "C", "C", "H", "H", "H", "H", "H", "H", "H", "H", "H", "H", "H", "H", "H", "H", "C", "N", "C", "C", "C", "C", "C", "C", "C", "C", "N", "C", "C", "C", "H", "H", "H", "H", "H", "H", "H", "H", "H", "H", "H", "H", "H", "H", "C", "N", "C", "C", "C", "C", "C", "C", "C", "C", "N", "C", "C", "C", "H", "H", "H", "H", "H", "H", "H", "H", "H", "H", "H", "H", "H", "H", "C", "N", "C", "C", "C", "C", "C", "C", "C", "C", "N", "C", "C", "C", "H", "H", "H", "H", "H", "H", "H", "H", "H", "H", "H", "H", "H", "H", "C", "C", "C", "C", "N", "C", "C", "C", "C", "C", "H", "H", "H", "H", "H", "H", "H", "H", "H", "H", "H", "H", "H", "H", "H", "H", "H", "H", "H", "H", "C", "C", "C", "C", "N", "C", "C", "C", "C", "C", "H", "H", "H", "H", "H", "H", "H", "H", "H", "H", "H", "H", "H", "H", "H", "H", "H", "H", "H", "H", "O", "C", "O", "O", "H"],
  "positions_angstrom": [[-13.21, -8.05, 18.52], [-12.43, -9.31, 18.65], [-12.05, -9.93, 17.49], [-11.26, -11.05, 17.56], [-10.75, -11.50, 18.80], [-11.20, -10.85, 20.03], [-12.10, -9.79, 19.92], [-9.65, -12.54, 18.76], [-9.65, -13.58, 19.68], [-8.52, -14.45, 19.71], [-7.38, -14.18, 18.97], [-7.41, -13.34, 17.92], [-8.64, -12.60, 17.74], [-6.17, -14.96, 19.12], [-12.61, -7.51, 17.79], [-13.27, -7.55, 19.49], [-14.24, -8.16, 18.19], [-12.46, -9.44, 16.62], [-10.99, -11.54, 16.63], [-10.85, -11.12, 21.02], [-12.46, -9.33, 20.83], [-10.54, -13.98, 20.14], [-8.50, -15.34, 20.32], [-6.52, -13.07, 17.36], [-8.55, -11.71, 17.15], [-5.79, -14.58, 20.07], [-5.55, -14.79, 18.25], [-6.46, -15.99, 19.32], [-3.39, -14.46, 8.05], [-3.52, -13.72, 9.31], [-2.68, -12.63, 9.55], [-2.86, -11.84, 10.69], [-3.81, -12.21, 11.63], [-4.60, -13.34, 11.45], [-4.42, -14.01, 10.24], [-4.10, -11.42, 12.84], [-3.76, -11.87, 14.13], [-4.11, -11.06, 15.27], [-4.61, -9.78, 15.04], [-5.02, -9.41, 13.82], [-4.65, -10.14, 12.68], [-5.13, -9.05, 16.20], [-3.47, -13.78, 7.20], [-4.27, -15.11, 7.98], [-2.46, -14.99, 8.25], [-1.91, -12.42, 8.82], [-2.32, -10.93, 10.91], [-5.41, -13.37, 12.16], [-5.12, -14.80, 10.01], [-3.39, -12.88, 14.25], [-3.80, -11.30, 16.28], [-5.58, -8.49, 13.76], [-4.85, -9.66, 11.73], [-5.71, -8.16, 15.96], [-4.27, -8.76, 16.80], [-5.93, -9.69, 16.57], [-2.65, -18.02, 12.76], [-1.72, -19.15, 12.77], [-0.64, -19.06, 13.62], [0.29, -20.10, 13.63], [0.24, -21.12, 12.65], [-0.81, -21.06, 11.75], [-1.77, -20.10, 11.78], [1.25, -22.21, 12.59], [0.90, -23.54, 12.44], [1.91, -24.49, 12.22], [3.17, -24.13, 12.45], [3.55, -22.81, 12.70], [2.58, -21.89, 12.58], [4.19, -25.15, 12.26], [-2.64, -17.38, 11.87], [-2.53, -17.60, 13.76], [-3.67, -18.41, 12.74], [-0.58, -18.28, 14.37], [1.16, -20.12, 14.27], [-0.93, -21.87, 11.04], [-2.65, -20.04, 11.16], [-0.12, -23.85, 12.28], [1.62, -25.51, 12.05], [4.58, -22.57, 12.48], [2.77, -20.83, 12.63], [4.61, -25.13, 11.26], [3.77, -26.13, 12.50], [4.96, -24.90, 12.99], [-12.84, -22.08, 15.81], [-11.43, -21.59, 15.89], [-10.38, -22.38, 15.52], [-9.05, -22.00, 15.75], [-8.69, -20.79, 16.35], [-9.81, -20.03, 16.80], [-11.14, -20.44, 16.54], [-7.35, -20.43, 16.73], [-6.95, -19.12, 16.67], [-5.62, -18.82, 17.02], [-4.74, -19.82, 17.50], [-5.19, -21.05, 17.77], [-6.45, -21.40, 17.30], [-3.29, -19.59, 17.87], [-13.40, -21.24, 15.40], [-13.20, -22.18, 16.83], [-13.03, -22.92, 15.13], [-10.59, -23.40, 15.23], [-8.20, -22.56, 15.37], [-9.67, -19.18, 17.44], [-11.91, -19.84, 16.99], [-7.49, -18.29, 16.23], [-5.18, -17.84, 16.89], [-4.53, -21.74, 18.28], [-6.69, -22.45, 17.40], [-2.67, -20.35, 17.40], [-3.07, -19.66, 18.93], [-3.07, -18.62, 17.43], [-1.95, -16.28, 16.85], [-1.30, -16.21, 18.23], [0.14, -15.62, 18.20], [1.14, -16.11, 17.07], [2.48, -15.32, 17.07], [3.28, -15.82, 18.26], [4.49, -16.59, 17.80], [4.73, -15.84, 16.46], [3.35, -15.76, 15.85], [2.23, -13.78, 17.09], [-1.33, -16.93, 16.23], [-2.06, -15.29, 16.41], [-2.97, -16.66, 16.93], [-1.19, -17.26, 18.51], [-1.89, -15.76, 19.02], [0.66, -15.86, 19.13], [0.07, -14.54, 18.11], [0.78, -15.93, 16.06], [1.23, -17.19, 17.16], [3.54, -14.96, 18.86], [2.76, -16.37, 19.04], [5.32, -16.53, 18.51], [4.31, -17.67, 17.85], [5.16, -14.84, 16.46], [5.43, -16.49, 15.93], [3.16, -15.16, 14.96], [2.92, -16.73, 15.61], [1.91, -13.35, 18.04], [1.62, -13.39, 16.28], [3.23, -13.38, 16.97], [-10.20, -15.48, 16.25], [-10.94, -16.27, 15.11], [-12.44, -16.13, 15.12], [-12.91, -17.08, 14.01], [-14.46, -17.20, 13.86], [-14.80, -18.30, 12.82], [-16.10, -17.88, 12.16], [-16.04, -16.34, 12.31], [-15.06, -15.90, 13.34], [-15.13, -17.60, 15.20], [-10.30, -14.41, 16.10], [-9.15, -15.71, 16.46], [-10.69, -15.74, 17.19], [-10.61, -17.30, 15.22], [-10.61, -16.05, 14.10], [-12.74, -15.08, 15.03], [-12.81, -16.44, 16.09], [-12.65, -18.12, 14.21], [-12.66, -16.90, 12.96], [-15.06, -19.17, 13.42], [-14.03, -18.41, 12.06], [-16.99, -18.31, 12.63], [-15.97, -18.15, 11.12], [-17.01, -15.94, 12.60], [-15.86, -15.86, 11.35], [-15.56, -15.51, 14.23], [-14.33, -15.22, 12.91], [-16.14, -17.84, 14.85], [-15.11, -16.71, 15.84], [-14.65, -18.44, 15.70], [-4.51, -16.14, 14.52], [-5.28, -15.38, 15.26], [-6.43, -15.72, 15.36], [-4.74, -14.45, 15.85], [-3.98, -15.43, 14.87]],
  "lowdin_charge": [0.05, -0.06, 0.02, 0.02, -0.08, 0.08, 0.07, -0.13, 0.05, 0.07, -0.09, 0.04, 0.05, 0.03, 0.12, 0.12, 0.13, 0.16, 0.12, 0.14, 0.16, 0.15, 0.15, 0.13, 0.11, 0.12, 0.09, 0.11, 0.06, -0.08, 0.08, 0.07, -0.17, 0.06, 0.01, -0.15, 0.07, 0.07, -0.09, 0.04, 0.08, 0.03, 0.13, 0.11, 0.12, 0.16, 0.15, 0.15, 0.15, 0.11, 0.15, 0.16, 0.15, 0.11, 0.13, 0.10, 0.01, -0.07, 0.04, 0.06, -0.10, 0.05, 0.05, -0.15, 0.08, 0.06, -0.06, 0.07, 0.02, 0.05, 0.11, 0.08, 0.11, 0.12, 0.13, 0.15, 0.16, 0.14, 0.17, 0.17, 0.14, 0.13, 0.12, 0.12, 0.04, -0.10, 0.03, 0.02, -0.18, 0.02, -0.03, -0.20, -0.01, 0.00, -0.12, -0.05, 0.03, 0.01, 0.08, 0.11, 0.12, 0.15, 0.13, 0.11, 0.13, 0.11, 0.09, 0.14, 0.12, 0.09, 0.11, 0.05, -0.12, -0.21, -0.15, -0.12, -0.21, -0.13, -0.12, -0.12, -0.08, 0.04, 0.05, 0.07, 0.05, 0.10, 0.12, 0.11, 0.10, 0.11, 0.13, 0.14, 0.13, 0.14, 0.13, 0.13, 0.13, 0.14, 0.11, 0.11, 0.11, 0.11, -0.08, -0.25, -0.19, -0.10, -0.24, -0.10, -0.11, -0.14, -0.10, 0.05, 0.05, 0.05, 0.07, 0.09, 0.12, 0.13, 0.11, 0.12, 0.14, 0.13, 0.14, 0.13, 0.13, 0.13, 0.13, 0.13, 0.14, 0.12, 0.10, 0.10, 0.09, -0.99, 0.02, -0.03, 0.03]
}